This record from OMol25 describes a 2-piece molecular cluster, C8H10 overall. The level of theory is the ωB97M-V functional and the def2-TZVPD basis.

Each line ends with the Löwdin charge.
Geometry (Å):
C 0.284 -0.980 0.784  -0.174
C 0.013 0.324 0.950  -0.243
C 0.807 1.297 0.345  -0.085
C 2.009 0.950 -0.374  -0.079
C 2.070 -0.410 -0.720  -0.130
C 1.187 -1.264 -0.177  -0.155
H -0.349 -1.604 1.458  0.140
H -0.671 0.574 1.748  0.104
H 0.578 2.499 0.192  0.156
H 2.783 1.730 -0.637  0.114
H 2.868 -0.839 -1.431  0.131
H 1.252 -2.450 -0.316  0.152
C -3.337 0.119 -0.688  -0.056
C -2.236 -0.078 -0.032  -0.099
H -4.310 0.280 -0.288  0.043
H -3.324 0.188 -1.753  0.041
H -2.390 -0.061 1.028  0.054
H -1.216 -0.066 -0.527  0.083

Calculated values
**Orbital gap**: 9.988 eV
**E**: -8454.446 eV
**SMILES**: c1ccccc1.C=C

=====

This record from OMol25 describes C30H26Cl2F5N2O2S2SeSiTi as an isolated structure. The level of theory is the ωB97M-V functional and the def2-TZVPD basis.

Each line ends with the Löwdin charge.
Geometry (Å):
Ti -0.027 -0.440 0.153  0.419
S -0.127 -0.388 2.567  0.623
C 1.570 -0.677 3.000  -0.627
C 1.914 -0.823 4.344  -0.056
C 3.216 -1.050 4.780  -0.189
C 3.477 -1.270 6.180  -0.176
N 3.688 -1.482 7.284  0.160
C 4.228 -1.103 3.827  -0.188
C 3.911 -0.936 2.492  -0.066
C 2.615 -0.725 2.062  -0.580
S 2.325 -0.492 0.286  0.644
C 5.633 -1.297 4.150  -0.173
N 6.754 -1.422 4.325  0.156
H 1.146 -0.740 5.100  0.115
H 4.718 -0.944 1.763  0.121
Cl -4.509 -0.782 -5.820  0.695
C -3.331 -0.841 -4.589  -0.706
C -1.998 -0.659 -4.967  -0.118
C -0.977 -0.658 -4.072  -0.510
Cl 0.726 -0.600 -4.560  0.698
C -1.237 -0.687 -2.660  -0.378
O -0.280 -0.562 -1.816  -0.270
C -2.601 -0.857 -2.289  -0.133
C -2.915 -0.770 -0.880  -0.174
O -2.124 -0.457 0.006  -0.180
C -3.593 -1.003 -3.280  -0.055
H -1.740 -0.625 -6.010  0.105
H -4.001 -0.921 -0.642  0.158
H -4.616 -1.144 -2.922  0.125
C 0.879 3.038 1.713  -0.205
Si 0.001 2.310 0.172  0.729
C 0.982 3.104 -1.275  -0.644
C 0.844 4.638 -1.307  -0.103
C 2.482 2.829 -1.138  -0.118
C 0.562 2.605 -2.647  -0.115
C -1.797 3.039 0.272  -0.645
C -2.595 2.371 1.375  -0.113
C -1.792 4.537 0.658  -0.098
C -2.513 2.936 -1.054  -0.103
H 1.170 4.079 1.532  0.025
H 1.760 2.462 1.998  0.019
H 0.229 2.997 2.571  0.011
H 1.018 5.074 -0.325  0.067
H -0.143 4.931 -1.668  0.064
H 1.574 5.048 -1.999  0.077
H 2.829 3.153 -0.156  0.073
H 3.039 3.375 -1.888  0.077
H 2.719 1.768 -1.243  0.033
H -0.501 2.761 -2.895  0.074
H 0.802 1.562 -2.755  0.027
H 1.129 3.126 -3.426  0.087
H -2.139 2.540 2.351  0.079
H -2.760 1.314 1.246  0.051
H -3.557 2.851 1.428  0.073
H -1.270 4.710 1.600  0.074
H -2.844 4.803 0.803  0.080
H -1.360 5.181 -0.107  0.054
H -2.437 1.936 -1.500  0.066
H -2.174 3.657 -1.802  0.071
H -3.585 3.138 -0.924  0.087
F -0.006 -9.243 0.317  0.092
C -0.087 -7.886 0.321  -0.139
C 1.012 -7.121 -0.034  -0.141
F 2.146 -7.754 -0.389  0.097
C 0.901 -5.734 -0.101  -0.252
F 1.971 -5.048 -0.508  0.080
C -0.295 -5.068 0.169  -0.482
Se -0.628 -3.219 -0.319  0.720
C -1.329 -5.878 0.574  -0.285
F -2.510 -5.322 0.836  0.064
C -1.253 -7.259 0.655  -0.150
F -2.315 -7.987 1.056  0.098

Calculated values
**Net charge**: -1
**Orbital gap**: 5.638 eV
**E**: -195253.052 eV

=====

This record from OMol25 describes a 14-piece molecular cluster, C12H52O14 overall. The level of theory is the ωB97M-V functional and the def2-TZVPD basis.

Each line ends with the Löwdin charge.
Geometry (Å):
C -5.186 1.392 -2.330  -0.082
C -3.750 1.032 -2.681  -0.368
O -2.804 1.829 -2.102  -0.073
H -5.529 2.306 -2.815  0.076
H -5.284 1.506 -1.250  0.061
H -5.922 0.655 -2.653  0.074
H -3.664 1.385 -3.709  0.095
H -3.570 -0.040 -2.611  0.110
H -1.954 1.502 -2.407  0.050
C 3.412 1.937 -3.040  -0.076
C 2.139 1.164 -3.383  -0.278
O 0.920 1.831 -2.952  -0.113
H 4.175 1.212 -2.757  0.054
H 3.201 2.641 -2.235  0.075
H 3.831 2.400 -3.933  0.063
H 2.153 0.197 -2.880  0.085
H 2.040 1.225 -4.467  0.110
H 0.217 1.236 -3.223  -0.009
C -0.662 3.680 4.367  -0.085
C -1.613 2.754 3.629  -0.309
O -2.737 3.539 3.190  -0.093
H -0.439 4.532 3.725  0.071
H 0.263 3.138 4.563  0.059
H -1.012 4.123 5.299  0.071
H -2.001 1.988 4.300  0.094
H -1.199 2.271 2.744  0.098
H -3.291 2.914 2.717  0.048
C 4.105 -1.991 -1.730  -0.105
C 5.298 -2.733 -1.348  -0.378
O 5.561 -3.909 -2.024  -0.055
H 4.173 -0.997 -1.288  0.075
H 3.095 -2.366 -1.564  0.074
H 4.094 -1.777 -2.799  0.080
H 5.175 -2.961 -0.289  0.113
H 6.168 -2.094 -1.499  0.115
H 6.490 -3.867 -2.263  0.079
C -1.111 0.260 0.487  -0.050
C -0.501 -0.617 -0.689  -0.268
O 0.899 -0.665 -0.685  -0.117
H -0.708 0.016 1.470  0.054
H -2.198 0.202 0.540  0.048
H -0.873 1.301 0.269  0.069
H -0.775 -0.118 -1.619  0.072
H -0.914 -1.617 -0.817  0.084
H 1.153 0.246 -0.520  0.057
C 1.073 -1.374 5.375  -0.077
C 0.593 -0.099 4.652  -0.359
O 1.619 0.398 3.900  -0.100
H 1.549 -2.086 4.701  0.064
H 0.184 -1.893 5.731  0.067
H 1.866 -1.042 6.045  0.074
H 0.295 0.637 5.399  0.108
H -0.173 -0.229 3.889  0.092
H 1.951 -0.297 3.327  0.050
O -3.800 3.273 0.283  -0.052
H -4.035 2.414 0.634  0.017
H -3.746 3.140 -0.663  -0.002
O 2.113 -1.677 1.430  -0.073
H 1.835 -2.589 1.348  0.032
H 1.795 -1.256 0.631  -0.032
O -1.871 -3.795 0.097  -0.265
H -2.611 -3.326 0.483  -0.041
H -1.941 -4.683 0.446  -0.016
O 2.031 1.712 0.776  -0.028
H 2.934 1.525 1.032  0.048
H 1.680 2.235 1.497  0.042
O -1.088 0.571 -4.186  -0.027
H -1.699 0.981 -4.798  0.067
H -1.321 -0.357 -4.200  0.067
O -0.628 -4.178 -2.138  -0.126
H -0.602 -5.120 -1.969  0.036
H -1.203 -3.829 -1.457  -0.036
O 0.617 -2.323 -3.458  -0.079
H 0.681 -1.649 -2.781  -0.022
H 0.412 -3.126 -2.979  -0.033
O -3.227 -0.517 3.529  -0.140
H -3.046 -0.795 2.631  -0.023
H -3.102 -1.306 4.055  0.009

Calculated values
**Multiplicity**: 2
**Net charge**: -1
**Orbital gap (spin up / spin down)**: 2.675 / 9.784 eV
**E**: -41950.171 eV